ORCA calculation (wB97M-V/def2-TZVPD) on a molecular structure, C25H63CdN4O9.

Element x y z (Å)
Cd 2.171 -0.947 -1.939
C 1.402 1.161 0.683
O 1.888 0.366 -0.337
H 2.215 1.713 1.170
H 0.596 1.835 0.356
H 0.942 0.567 1.496
C -2.413 0.774 2.474
O -2.586 -0.566 2.044
C -2.073 -0.758 0.745
C -2.006 -2.252 0.456
N -0.774 -2.816 1.000
C -0.802 -4.284 0.902
C 0.417 -4.893 1.578
O 0.303 -6.263 1.883
C 0.020 -7.059 0.742
H -2.885 0.888 3.446
H -2.928 1.452 1.780
H -1.352 1.040 2.482
H -1.074 -0.310 0.652
H -2.754 -0.302 0.008
H -2.059 -2.399 -0.625
H -2.873 -2.713 0.948
H -0.792 -2.662 2.009
H -0.811 -4.557 -0.161
H -1.753 -4.661 1.308
H 0.583 -4.387 2.530
H 1.293 -4.728 0.933
H -1.017 -6.904 0.436
H 0.206 -8.098 0.993
H 0.676 -6.772 -0.090
C -0.157 -1.312 4.329
O -0.648 -2.594 4.043
C -1.006 -3.344 5.191
C -1.810 -4.547 4.751
N -3.032 -4.137 4.092
C -3.778 -5.247 3.535
C -5.146 -4.804 3.049
O -5.001 -3.878 1.969
C -5.522 -2.599 2.287
H 0.819 -1.273 4.824
H -0.900 -0.741 4.895
H -0.019 -0.790 3.377
H -1.605 -2.723 5.867
H -0.101 -3.675 5.713
H -2.041 -5.187 5.608
H -1.163 -5.205 4.140
H -2.842 -3.409 3.415
H -3.884 -6.066 4.248
H -3.253 -5.673 2.662
H -5.701 -4.376 3.885
H -5.687 -5.662 2.642
H -5.323 -1.925 1.447
H -5.015 -2.157 3.144
H -6.612 -2.630 2.355
C -0.890 0.070 -2.599
O 0.508 0.158 -2.809
C 0.842 0.931 -3.986
C 2.311 1.383 -3.923
N 3.198 0.321 -3.415
C 4.439 0.794 -2.733
C 5.182 -0.426 -2.177
O 4.280 -1.179 -1.366
C 4.817 -2.374 -0.754
H -1.076 -0.469 -1.669
H -1.395 -0.484 -3.393
H -1.334 1.054 -2.431
H 0.232 1.833 -3.958
H 0.640 0.293 -4.849
H 2.356 2.233 -3.244
H 2.630 1.709 -4.914
H 3.469 -0.295 -4.179
H 4.111 1.400 -1.886
H 5.004 1.414 -3.428
H 5.993 -0.075 -1.536
H 5.595 -1.033 -2.989
H 4.475 -3.240 -1.327
H 4.417 -2.425 0.254
H 5.903 -2.354 -0.797
C -2.572 5.652 -0.930
O -1.184 5.750 -1.077
C -0.635 4.654 -1.765
C 0.841 4.930 -1.973
N 1.050 5.945 -2.992
C 2.459 6.173 -3.263
C 2.634 7.408 -4.135
O 2.254 8.614 -3.528
C 3.130 9.040 -2.506
H -3.090 5.534 -1.891
H -2.979 6.557 -0.481
H -2.864 4.811 -0.286
H -1.148 4.427 -2.710
H -0.760 3.749 -1.143
H 1.322 4.008 -2.305
H 1.198 5.258 -0.987
H 0.564 6.807 -2.780
H 2.861 5.354 -3.872
H 3.034 6.270 -2.333
H 2.044 7.317 -5.049
H 3.681 7.440 -4.483
H 3.086 8.395 -1.628
H 2.882 10.066 -2.242
H 4.154 9.091 -2.902

Calculated values
E_HOMO = -10.087 eV
total energy = -2053.79170 Ha
charge = +1
LUMO level = -4.17 eV
orbital gap = 0.2176 hartree